Density functional theory data (the ωB97M-V functional and the def2-TZVPD basis) for a molecular structure, C44H56IN5NdO4SSeSi3Te.

Geometry as XYZ:
```
117
Properties=species:S:1:pos:R:3:forces:R:3
Nd 1.3014 -0.0646 0.1935 0.270 0.198 -0.165
O -0.1479 1.1026 2.0730 -0.175 -0.998 -0.123
N 0.0348 0.2196 3.0458 0.525 0.547 -1.420
I 3.1958 1.1864 2.2393 0.273 0.065 -0.053
C -0.0213 0.5944 4.2624 0.174 -0.925 0.682
H -0.3068 1.6014 4.4913 0.024 0.313 -0.101
H 0.2408 -0.1318 5.0297 -0.166 0.151 -0.236
O 0.5842 0.5266 -2.1185 -0.459 -0.241 -0.288
N 1.4342 1.4208 -2.4747 0.062 0.667 -0.366
O 1.4614 1.8335 -3.6449 0.289 -0.703 2.151
O 2.1541 1.8290 -1.5269 -0.227 0.234 -0.911
C 0.3213 6.0799 4.8139 2.254 -0.540 -0.810
Si 0.2930 7.1250 3.2487 1.111 -0.540 0.143
C 2.0361 7.3992 2.4646 -1.045 -0.747 -0.908
C -0.4874 8.7636 3.5405 0.212 0.377 0.333
C -0.7421 6.2839 1.9817 0.708 -0.667 -0.464
Te -0.2694 4.1927 1.6260 -0.128 0.391 -0.094
C -2.0479 3.8992 0.4487 1.476 -1.345 -1.231
Si -2.1214 4.5866 -1.2862 -0.204 0.567 -0.598
C -0.8977 3.8401 -2.5187 -0.661 0.291 1.224
C -1.9220 6.4204 -1.2129 0.413 -0.198 4.538
C -3.8470 4.2054 -1.9121 0.065 -1.626 -0.219
H 1.2150 6.2542 5.4169 -0.042 0.666 0.226
H 0.5408 5.0369 4.5670 -0.444 -0.131 -0.393
H -0.5126 6.0815 5.4459 -1.421 0.215 0.820
H 2.6744 8.1286 2.9347 0.092 0.432 0.142
H 1.8716 7.6411 1.3750 0.150 0.137 1.043
H 2.5977 6.4632 2.4153 -0.035 -0.109 0.198
H 0.0756 9.3360 4.2769 -0.084 0.060 0.207
H -1.5269 8.6715 3.8518 -0.042 0.132 -0.043
H -0.4008 9.3102 2.6116 -0.289 0.294 -0.345
H -0.6237 6.8538 1.0564 -0.409 -0.130 0.310
H -1.7545 6.2148 2.3359 -0.646 0.330 -0.099
H -2.8800 4.0960 1.0524 -1.315 0.473 0.854
H -2.0815 2.8105 0.2338 0.105 0.178 0.426
H 0.0777 3.8136 -2.0254 0.154 0.039 -0.490
H -0.9346 4.4414 -3.4310 0.319 -0.198 0.088
H -1.2429 2.8285 -2.7047 0.200 -0.188 -0.301
H -0.9709 6.6734 -0.6476 -0.997 -0.300 -0.940
H -2.7424 6.8743 -0.5795 0.697 -0.567 -0.438
H -1.9267 6.9604 -2.0596 0.072 1.640 -3.360
H -3.8378 3.0816 -1.8385 -0.309 0.733 -0.081
H -4.0758 4.4062 -2.9780 0.131 0.237 0.647
H -4.6328 4.5406 -1.2329 -0.062 0.182 -0.216
C 7.2430 -0.2316 -1.9842 -0.247 -0.585 -0.472
Si 5.8939 -1.3160 -2.8403 0.126 -0.265 1.059
C 6.3480 -3.1209 -3.2208 2.043 0.584 1.029
C 5.6775 -0.6651 -4.5584 -1.484 -0.331 -0.726
C 4.3540 -1.1924 -1.8496 -0.437 0.255 0.364
C 3.4073 -0.9171 -1.0975 0.151 -0.341 -0.416
H 8.1784 -0.3369 -2.5200 0.384 -0.170 -0.301
H 7.4892 -0.3730 -0.9224 -0.543 0.028 -0.290
H 6.9291 0.7916 -2.1938 -0.120 0.138 0.377
H 7.3905 -3.0650 -3.7100 -1.655 -0.382 0.305
H 5.5671 -3.5193 -3.8426 -0.068 -0.277 -0.547
H 6.4506 -3.7590 -2.3250 -0.069 0.250 -0.343
H 6.5233 -0.1857 -4.9724 1.173 0.617 -0.293
H 4.8665 0.0685 -4.5518 -0.002 0.019 -0.109
H 5.4052 -1.4554 -5.2992 0.029 0.404 0.675
C 0.4728 -1.0821 2.4794 -0.630 0.215 1.067
C 0.3238 -2.1755 3.1751 0.256 -0.569 -0.689
C 0.3158 -3.4927 3.4656 -0.275 2.912 -0.911
C 1.6234 -4.0630 3.8325 -0.674 -2.503 1.633
C 2.8270 -3.6954 3.3189 1.467 3.094 -1.852
C 4.0535 -4.2287 3.7350 -0.320 -0.463 -0.538
C 4.0251 -5.2718 4.6463 1.675 0.400 -0.592
C 2.8498 -5.6852 5.1905 -0.314 -1.302 0.980
C 1.6841 -5.1070 4.7860 -2.026 0.529 0.495
C -0.9700 -4.1763 3.1860 -0.030 -1.169 1.051
C -0.9456 -5.4955 2.7503 -1.827 -1.489 -1.486
C -2.1797 -6.2048 2.5400 1.643 0.330 0.425
C -3.3711 -5.6418 2.9637 -0.523 -0.245 -0.969
C -3.4415 -4.2878 3.2929 1.364 -0.362 0.461
C -2.2412 -3.5882 3.4522 0.501 -0.736 -0.638
H 2.8479 -2.7931 2.6094 0.005 -1.509 0.872
H 4.9944 -3.9265 3.2520 -0.595 0.032 0.364
H 4.9358 -5.7841 4.9254 0.175 0.119 0.042
H 2.8881 -6.5063 5.9346 -0.332 0.651 -0.490
H 0.7450 -5.3706 5.3041 0.465 -0.080 -0.458
H -0.0793 -6.0468 2.3603 0.056 0.768 0.581
H -2.1215 -7.1955 2.0357 -0.223 0.723 0.756
H -4.2814 -6.2364 2.9164 0.049 0.165 -0.100
H -4.4040 -3.8475 3.4827 -0.086 0.286 0.171
H -2.2145 -2.5669 3.7486 -0.222 0.736 0.333
S -3.7984 -2.0831 0.5038 0.229 -0.760 0.149
C -2.1400 -1.5957 0.6520 -1.972 2.220 -2.955
N -1.7310 -0.7137 -0.2259 -0.410 -1.225 -0.007
C -2.7422 -0.5246 -1.1719 0.975 0.959 -1.198
C -2.6146 0.2747 -2.3434 0.702 0.696 1.145
C -3.7578 0.5493 -3.0519 -0.392 0.643 -0.575
C -5.0172 0.0574 -2.6552 0.872 -0.854 -1.687
C -5.0443 -0.9435 -1.7411 -2.971 -1.204 0.934
C -3.9286 -1.1990 -0.9723 0.261 0.022 1.101
H -1.5402 -1.9126 1.3939 1.811 -1.138 2.570
H -1.6370 0.7804 -2.4821 -0.735 -0.645 -0.377
H -3.7932 1.1347 -3.9797 0.571 0.048 0.560
H -5.8431 0.2209 -3.3367 -0.205 0.164 0.333
H -6.0179 -1.5271 -1.5694 1.553 0.970 -0.090
C 0.9900 -2.4390 -3.1278 -0.873 -0.315 1.925
N -0.3563 -2.9362 -2.8473 -0.549 -0.529 1.178
C -0.6041 -3.5092 -1.6559 -0.920 -1.488 1.025
Se 0.5532 -3.5686 -0.1743 -0.737 0.167 -0.836
N -1.8737 -4.1357 -1.7338 2.277 2.967 -2.276
C -2.4660 -3.7549 -2.9431 -0.215 -0.952 0.481
C -3.7242 -4.0941 -3.4761 1.217 0.367 1.142
C -3.9836 -3.7008 -4.7687 -0.649 -0.053 0.539
C -3.0083 -3.0192 -5.4733 1.480 0.044 -1.782
C -1.7124 -2.7790 -4.9827 -1.356 0.525 0.499
C -1.4886 -3.0553 -3.6528 0.141 -0.555 -0.195
H 1.6956 -3.0819 -2.6214 0.199 -0.367 -0.168
H 1.1266 -1.4805 -2.6694 0.036 0.661 -0.324
H 1.0667 -2.4627 -4.1495 0.702 0.323 -2.492
H -2.3126 -4.6311 -1.0326 -0.722 -0.882 1.891
H -4.4481 -4.5893 -2.8361 0.030 -0.076 -0.245
H -4.9875 -3.9416 -5.1135 0.356 0.295 -0.537
H -3.0941 -2.7674 -6.5428 -0.553 -0.105 0.639
H -0.9828 -2.2573 -5.5555 0.372 0.207 -0.527
```
Forces are in eV/Å.

## Properties
* net charge: -1
* frontier orbital gap (alpha / beta): 7.04 / 7.05 eV
* energy relative to the best compared isomer or geometry (same formula, charge and spin): 0.0 kcal per mole
* E_tot: -7080.156300 a.u.
* expectation value of S²: 3.753
* multiplicity: 4
* E_LUMO (alpha / beta): 0.0662 / 0.0662 Eh